(1)
Molecular formula: C28H44N5O3P2S2V
Method: DFT, wB97M-V/def2-TZVPD

Each line ends with the Löwdin spin population.
CARTESIAN COORDINATES (ANGSTROEM)
V (0.6582, 1.1895, -0.5455)  2.724
C (1.3135, -3.6851, 3.8724)  0.000
C (1.7928, -2.6207, 2.9090)  0.000
O (0.9903, -1.4475, 3.0952)  0.005
P (1.5438, 0.0515, 2.9147)  0.009
S (2.2665, 0.3949, 1.0423)  0.043
S (0.1352, 1.1746, 3.6841)  0.007
O (2.9334, 0.0383, 3.6994)  0.000
C (2.9946, -0.2156, 5.1168)  0.000
C (3.3627, 1.0510, 5.8600)  0.000
H (1.8524, -4.6153, 3.6911)  0.000
H (0.2473, -3.8591, 3.7293)  0.000
H (1.4777, -3.3783, 4.9051)  0.000
H (1.6678, -2.9589, 1.8770)  0.000
H (2.8453, -2.3803, 3.0742)  0.000
H (3.7601, -0.9808, 5.2533)  0.000
H (2.0381, -0.6107, 5.4683)  0.000
H (4.3565, 1.3837, 5.5630)  0.000
H (3.3512, 0.8632, 6.9336)  0.000
H (2.6444, 1.8386, 5.6341)  0.000
N (0.2094, -0.8205, -2.9737)  0.008
P (0.9062, -1.0208, -1.4132)  0.043
C (2.2910, -2.1299, -1.8019)  0.002
C (2.8163, -2.9567, -0.8111)  -0.001
C (3.8971, -3.7766, -1.0886)  0.001
C (4.4701, -3.7694, -2.3529)  -0.002
C (3.9696, -2.9269, -3.3347)  0.000
C (2.8897, -2.1026, -3.0601)  -0.001
C (-0.2568, -2.1513, -0.5684)  0.008
C (-0.5424, -3.4242, -1.0647)  0.000
C (-1.4607, -4.2339, -0.4172)  0.000
C (-2.0864, -3.7904, 0.7417)  0.000
C (-1.7970, -2.5336, 1.2498)  0.001
C (-0.8904, -1.7165, 0.5911)  0.011
C (-0.0877, 0.4639, -3.3728)  0.008
C (-0.8234, 0.8652, -4.4155)  0.000
C (-0.9844, 2.2519, -4.8447)  0.001
C (-0.7559, 3.4026, -4.1997)  -0.001
C (-0.4535, 3.6442, -2.7380)  0.001
N (0.5188, 1.4309, -2.4933)  0.030
H (-0.1340, -1.5835, -3.5347)  0.000
H (2.3760, -2.9534, 0.1773)  0.000
H (4.2958, -4.4249, -0.3195)  0.000
H (5.3081, -4.4177, -2.5718)  0.000
H (4.4240, -2.9122, -4.3167)  0.000
H (2.5089, -1.4418, -3.8286)  0.000
H (-0.0319, -3.7883, -1.9499)  0.000
H (-1.6834, -5.2190, -0.8064)  0.000
H (-2.7843, -4.4379, 1.2578)  0.000
H (-2.2551, -2.1925, 2.1706)  0.000
H (-0.6480, -0.7437, 0.9931)  0.008
H (-1.2703, 0.1094, -5.0487)  0.000
H (-1.3209, 2.3421, -5.8716)  0.000
H (-0.9008, 4.3236, -4.7550)  0.000
H (0.5101, 4.1572, -2.6501)  0.001
N (0.1175, 2.6935, 0.7547)  0.005
C (0.5373, 4.0692, 0.3920)  0.011
C (-0.6551, 5.0153, 0.2388)  0.001
C (-1.7985, 4.5284, -0.6589)  0.000
C (-1.5632, 4.5534, -2.1707)  0.000
N (-0.3832, 2.3919, -1.9792)  0.013
H (-0.8944, 2.6771, 0.8500)  0.005
H (0.4441, 2.4728, 1.7015)  0.002
H (1.1276, 4.0398, -0.5267)  0.007
H (1.1930, 4.4603, 1.1698)  0.000
H (-0.2949, 5.9807, -0.1242)  0.000
H (-1.0692, 5.1836, 1.2367)  0.000
H (-2.6533, 5.1809, -0.4709)  0.000
H (-2.1219, 3.5257, -0.3655)  0.000
H (-1.3449, 5.5746, -2.4874)  0.000
H (-2.5014, 4.2645, -2.6510)  0.000
H (1.3059, 1.8891, -2.9526)  0.014
H (-1.3117, 1.9616, -1.9563)  0.005
C (-4.2964, -0.9522, -1.0427)  0.000
N (-4.0812, -0.1647, 0.1605)  0.003
C (-5.0514, -0.2943, 1.2302)  0.000
C (-3.0410, 0.6534, 0.2436)  0.003
O (-2.2111, 0.8297, -0.6528)  0.024
H (-4.7724, -1.8929, -0.7733)  0.000
H (-3.3356, -1.1502, -1.5135)  0.000
H (-4.9364, -0.4181, -1.7482)  0.000
H (-5.0761, -1.3234, 1.5931)  0.000
H (-6.0472, -0.0280, 0.8733)  0.000
H (-4.7862, 0.3622, 2.0569)  0.000
H (-2.9544, 1.1600, 1.2178)  0.000

Properties
Orbital gap (spin up / spin down) (eV): 7.9 / 8.3
Charge: +1
Multiplicity: 4
Expectation value of S²: 3.765
LUMO level (spin up / spin down) (eV): -1.985 / -2.177

(2)
Molecular formula: C28H45AsCl2N10O7S3W
Method: DFT, wB97M-V/def2-TZVPD

Each line ends with the Mulliken charge.
CARTESIAN COORDINATES (ANGSTROEM)
W (-0.5243, -0.1849, -0.3265)  0.933
N (2.6123, 0.9505, 0.5446)  0.436
C (2.5904, 0.3298, -0.6342)  0.288
N (3.7219, -0.0074, -1.1897)  -0.822
C (3.6676, -0.6105, -2.3836)  0.063
N (4.7469, -1.1513, -2.8855)  -0.248
N (2.5328, -0.6237, -3.1634)  -0.775
C (1.4591, -0.2660, -2.5683)  0.158
N (1.3585, 0.0766, -1.2401)  0.353
C (0.2175, -0.0205, -3.3143)  -0.013
C (0.1649, -0.1180, -4.6710)  -0.246
C (-1.0016, 0.3139, -5.3232)  -0.941
C (-2.0174, 0.8405, -4.5764)  -0.927
C (-1.8979, 0.8976, -3.1784)  0.218
N (-0.8052, 0.4529, -2.5362)  0.064
H (3.5166, 1.1717, 0.9405)  0.240
H (1.8333, 1.4599, 0.9138)  -0.385
H (5.6127, -1.1345, -2.3667)  0.292
H (4.7313, -1.5604, -3.8080)  0.276
H (1.0243, -0.4935, -5.2081)  0.670
H (-1.0838, 0.2541, -6.4009)  0.568
H (-2.9284, 1.2255, -5.0158)  0.682
H (-2.8771, 1.2314, -1.5906)  0.239
O (-2.2530, -2.0516, 0.9217)  -0.481
As (-3.5723, -1.4637, -0.1454)  0.305
O (-2.9027, 1.4735, -2.5280)  -0.626
O (-2.3407, 0.0203, -0.4483)  -0.328
C (-3.3892, -2.5833, -1.7017)  0.316
C (-4.6292, -2.6773, -2.3299)  -0.932
C (-4.8257, -3.5078, -3.4365)  -0.881
C (-3.7745, -4.2477, -3.9362)  -0.790
C (-2.5087, -4.1650, -3.3419)  -0.563
C (-2.3297, -3.3562, -2.2410)  0.969
S (-0.7337, -3.3778, -1.5217)  1.516
O (-0.7617, -3.9568, -0.2090)  -0.719
O (0.2731, -3.7339, -2.4426)  -0.669
O (-0.5973, -1.7760, -1.2540)  0.232
H (-1.9935, -2.9782, 0.7443)  0.415
H (-5.4738, -2.1123, -1.9507)  0.447
H (-5.8053, -3.5713, -3.8920)  0.479
H (-3.9194, -4.9009, -4.7865)  0.486
H (-1.6797, -4.7394, -3.7392)  0.592
Cl (1.5303, 2.8164, 3.0944)  -0.061
C (3.0862, 3.7070, 3.2817)  -0.554
Cl (4.2518, 3.2557, 2.0446)  -0.121
H (3.4802, 3.4514, 4.2558)  0.430
H (2.8635, 4.7617, 3.1990)  0.354
C (-0.5137, 0.1787, 3.7876)  -1.747
S (-1.2080, 0.7792, 2.2361)  1.194
C (-2.9524, 0.4980, 2.5779)  -1.562
H (-0.9459, -0.7693, 4.1003)  0.572
H (-0.7572, 0.9400, 4.5304)  0.667
H (0.5696, 0.1232, 3.6932)  0.463
H (-3.2040, 1.1157, 3.4410)  0.633
H (-3.1408, -0.5471, 2.8056)  0.379
H (-3.5415, 0.8394, 1.7322)  0.302
C (-1.9076, 4.5443, 1.8910)  -1.284
C (-2.5015, 3.8905, 0.6486)  0.329
C (-1.6255, 3.9947, -0.5947)  -1.176
S (0.0048, 3.2918, -0.3520)  0.426
O (-0.2566, 1.7321, -0.1012)  0.839
C (0.7045, 3.4534, -2.0087)  -0.178
C (1.4438, 4.7986, -2.0681)  -0.553
C (2.7290, 4.8050, -1.2511)  -1.081
H (-2.6067, 4.4780, 2.7240)  0.439
H (-1.7119, 5.6043, 1.7189)  0.402
H (-0.9719, 4.0716, 2.2047)  0.235
H (-3.4498, 4.3661, 0.3891)  0.571
H (-2.7310, 2.8386, 0.8307)  -0.397
H (-1.3756, 5.0410, -0.8188)  0.711
H (-2.0647, 3.5501, -1.4880)  0.441
H (-0.1085, 3.3722, -2.7310)  0.414
H (1.3997, 2.6247, -2.1290)  -0.056
H (0.7763, 5.6128, -1.7680)  0.353
H (1.6596, 4.9762, -3.1236)  0.454
H (2.5480, 4.6334, -0.1859)  0.229
H (3.2294, 5.7674, -1.3413)  0.448
H (3.4222, 4.0384, -1.6075)  0.292
C (3.3164, -3.5510, 4.1435)  -1.393
C (1.8714, -4.0028, 4.3282)  0.672
C (1.0602, -2.9936, 5.1320)  -1.182
C (1.2054, -4.3470, 2.9961)  -1.341
N (1.1539, -3.1854, 2.0676)  1.126
C (0.2976, -2.1942, 1.9746)  -2.307
N (0.6883, -1.3950, 0.9799)  1.122
N (1.8445, -1.9759, 0.4732)  0.293
N (2.1053, -3.0163, 1.1171)  -1.027
H (3.7999, -3.4381, 5.1130)  0.432
H (3.3730, -2.5789, 3.6398)  0.214
H (3.8971, -4.2708, 3.5647)  0.395
H (1.8701, -4.9517, 4.8710)  0.386
H (1.1102, -1.9973, 4.6766)  0.078
H (1.4726, -2.8915, 6.1351)  0.468
H (0.0133, -3.2941, 5.2386)  0.344
H (0.1776, -4.6848, 3.1227)  0.430
H (1.7653, -5.1039, 2.4515)  0.427
H (-0.5837, -2.0914, 2.5772)  1.160

Properties
Orbital gap (eV): 6.6
Charge: +4
Multiplicity: 1
LUMO level (eV): -13.105

(3)
Molecular formula: C28H45AsN4O5PbS2Si2
Method: DFT, wB97M-V/def2-TZVPD

Each line ends with the Mulliken charge.
CARTESIAN COORDINATES (ANGSTROEM)
Pb (-0.3832, -1.1895, -0.9621)  0.444
C (5.4919, 5.5365, -2.0953)  -1.122
C (6.8218, 5.0180, -1.5732)  -0.507
S (6.6681, 3.6394, -0.4626)  1.258
O (7.9890, 3.2330, -0.0602)  -0.697
O (5.6831, 3.9624, 0.5426)  -0.634
C (5.9741, 2.3364, -1.4615)  -0.524
C (5.8952, 1.0642, -0.6147)  -1.413
N (4.7425, 0.2526, -0.9849)  0.243
C (3.5590, 0.2626, -0.3247)  0.363
N (2.6626, -0.5180, -0.9086)  0.090
C (3.2798, -1.0658, -1.9862)  -0.493
C (4.5596, -0.6000, -2.0564)  -0.149
N (5.5406, -0.8749, -3.0520)  1.046
O (5.2637, -1.7155, -3.8820)  -0.626
O (6.5865, -0.2403, -3.0187)  -0.632
C (3.3077, 1.0624, 0.9009)  -0.737
H (5.6570, 6.4363, -2.6863)  0.375
H (4.8262, 5.7806, -1.2695)  0.312
H (4.9965, 4.8083, -2.7373)  0.295
H (7.3420, 5.7603, -0.9641)  0.404
H (7.5035, 4.6995, -2.3626)  0.374
H (6.5936, 2.1953, -2.3450)  0.549
H (4.9760, 2.6640, -1.7533)  0.388
H (5.7636, 1.3234, 0.4343)  0.599
H (6.8035, 0.4810, -0.7145)  0.237
H (2.7913, -1.7534, -2.6560)  0.525
H (3.9560, 0.7545, 1.7229)  0.577
H (2.2762, 0.8918, 1.1947)  -0.653
H (3.4669, 2.1297, 0.7342)  0.447
N (-2.7052, -1.3602, -1.5484)  -0.426
S (-3.8232, -0.4079, -0.9327)  0.842
C (-5.0875, -1.4670, -0.2318)  0.564
C (-5.8657, -2.3075, -1.0161)  -0.489
C (-6.7542, -3.1740, -0.4011)  -0.677
C (-6.8665, -3.1895, 0.9845)  -0.401
C (-6.0910, -2.3391, 1.7583)  -0.589
C (-5.1913, -1.4731, 1.1514)  -0.515
C (-4.7651, 0.2926, -2.2881)  0.171
C (-6.0038, 0.8647, -2.0279)  -0.549
C (-6.7019, 1.4624, -3.0635)  -0.618
C (-6.1596, 1.4909, -4.3432)  -0.433
C (-4.9158, 0.9295, -4.5850)  -0.663
C (-4.2064, 0.3305, -3.5514)  -0.203
H (-3.0846, -2.1054, -2.1247)  0.175
H (-5.7851, -2.2795, -2.0966)  0.412
H (-7.3629, -3.8357, -1.0032)  0.402
H (-7.5624, -3.8681, 1.4601)  0.394
H (-6.1772, -2.3530, 2.8369)  0.413
H (-4.5506, -0.8267, 1.7394)  0.442
H (-6.4223, 0.8361, -1.0290)  0.403
H (-7.6692, 1.9079, -2.8725)  0.393
H (-6.7075, 1.9591, -5.1504)  0.382
H (-4.4881, 0.9645, -5.5783)  0.388
H (-3.2187, -0.0831, -3.7063)  0.400
C (-1.1674, -0.1364, 4.9112)  -1.120
Si (-0.1595, 0.0030, 3.3316)  0.416
C (0.0241, 1.8457, 3.0075)  -1.064
C (1.5366, -0.7475, 3.6541)  -0.942
As (-1.3982, -0.9956, 1.6289)  0.005
Si (-1.0319, -3.2641, 2.0654)  0.263
C (-1.3441, -3.7037, 3.8663)  -1.149
C (-2.2720, -4.2015, 1.0075)  -0.814
C (0.6841, -3.8820, 1.6107)  -0.890
H (-0.6316, 0.3285, 5.7440)  0.333
H (-1.3714, -1.1738, 5.1760)  0.266
H (-2.1254, 0.3744, 4.7973)  0.282
H (0.4246, 2.3392, 3.8973)  0.370
H (-0.9486, 2.2888, 2.7844)  0.298
H (0.6896, 2.0764, 2.1757)  0.196
H (2.1059, -0.1277, 4.3529)  0.370
H (2.1130, -0.8525, 2.7339)  0.088
H (1.4377, -1.7412, 4.0956)  0.366
H (-2.3117, -3.3247, 4.2018)  0.309
H (-0.5742, -3.2870, 4.5184)  0.273
H (-1.3376, -4.7890, 3.9988)  0.398
H (-3.2963, -3.9000, 1.2363)  0.130
H (-2.1844, -5.2791, 1.1723)  0.408
H (-2.0999, -4.0083, -0.0540)  0.192
H (1.4556, -3.4147, 2.2237)  0.255
H (0.9101, -3.6650, 0.5644)  0.207
H (0.7485, -4.9650, 1.7516)  0.336
C (0.3637, 2.1420, -1.1491)  -0.623
C (-0.7469, 1.1236, -1.3270)  0.221
O (-1.8417, 1.5022, -1.6964)  -0.436
H (0.0527, 3.1236, -1.5124)  0.403
H (1.2657, 1.8033, -1.6634)  0.163
H (0.6024, 2.2050, -0.0840)  -0.066

Properties
Orbital gap (eV): 6.2
Charge: 0
Multiplicity: 1
LUMO level (eV): -0.573

Number 1: energy -4015.84021 Ha. Number 2: energy -6584.71291 Ha. Number 3: energy -5493.07112 Ha.